55
Properties=species:S:1:pos:R:3:forces:R:3:mulliken_charge:R:1 method="wB97M-V/def2-TZVPD" de_lowest_kcal_mol=866.4 e_lumo_ev=-1.3
C 1.350200 0.895367 -1.212507 -1.4 1.4 -0.3 -1.267
C 0.465709 1.264114 -0.061180 0.2 -1.4 -3.5 -0.512
O -0.508385 0.282943 -0.036019 0.6 -1.9 -0.1 1.958
C -0.051689 -0.816201 -0.709851 -2.2 -2.0 -1.2 1.747
O -0.675177 -1.932108 -0.711491 4.9 6.4 -4.2 -1.605
O 1.041464 -0.450641 -1.444243 -4.4 -1.1 -0.8 -0.917
F -0.009339 2.463894 -0.313640 -1.9 2.4 0.4 -0.591
H 2.346736 1.034165 -0.793287 -0.7 -1.0 -2.5 0.267
H 1.191100 1.484206 -2.115863 0.6 -0.1 0.8 0.598
H 1.110015 1.341784 0.814575 -3.2 -1.2 -2.0 1.027
C -2.594985 -1.251891 0.312936 -2.6 -3.4 -2.0 0.538
C -2.712806 -2.801300 0.268266 -0.9 2.5 0.0 1.181
O -3.587395 -3.073925 -0.824377 -0.3 -0.3 0.0 -0.454
C -3.557426 -2.008674 -1.646954 2.5 1.4 -0.5 0.448
O -3.881879 -1.897069 -2.802433 -0.3 -0.5 1.8 -0.592
O -2.758634 -1.036980 -1.025029 -3.4 -1.5 -2.5 -0.266
F -3.252203 -3.198064 1.422938 -0.8 -1.3 1.1 -0.411
H -1.574612 -1.023869 0.621060 -3.2 0.6 -1.2 -2.558
H -3.405402 -0.866591 0.931696 -0.4 -0.2 -1.8 0.914
H -1.691143 -3.173824 0.193855 -3.8 -0.2 -1.5 0.327
C -1.541912 2.832449 -2.550573 1.2 -1.1 -1.1 -0.351
C -1.425296 1.381204 -2.973782 -1.0 0.7 0.3 -0.059
O -1.970826 0.773854 -1.791028 6.3 -3.4 -6.5 0.039
C -2.668363 1.550331 -1.179468 -5.4 2.5 3.8 0.634
O -3.374818 1.209723 -0.275509 -0.6 -0.2 -0.8 -0.582
O -2.652868 2.778766 -1.674342 0.0 2.6 -1.0 -0.422
F -0.112448 1.129783 -3.223570 -0.9 -0.8 -0.6 -0.331
H -1.474955 3.400748 -3.478293 -1.2 0.9 0.5 0.483
H -0.628265 2.994413 -1.978664 -0.4 0.5 -0.3 0.066
H -2.010909 1.003108 -3.811754 0.1 0.1 -0.1 0.538
C -1.582399 1.596048 2.192869 -2.2 0.9 0.6 1.870
Br -2.274172 -0.298951 2.465968 -0.3 6.0 6.6 0.012
Br -0.745223 2.401778 3.808553 -4.5 1.3 0.6 -0.129
Br -2.956451 2.852486 1.526361 1.0 0.7 2.4 -0.047
H -0.795181 1.523462 1.442452 -1.5 0.3 0.9 -1.437
C 2.945310 3.217096 2.128885 1.3 -1.8 0.7 -0.363
Br 2.074473 2.519807 3.813286 5.7 6.2 2.2 -0.215
Br 2.637346 2.002483 0.607754 6.4 6.1 2.6 -0.419
Br 4.913486 3.086391 2.320074 -1.1 1.7 1.4 -0.116
H 2.608739 4.190654 1.772498 0.0 -0.1 0.7 0.567
C 0.993656 -1.054498 2.764156 -0.1 1.1 0.9 -0.403
Br 2.763266 -1.585455 2.112991 -2.0 0.2 3.5 -0.011
Br -0.364242 -1.958563 1.672955 5.6 6.9 8.8 0.487
Br 0.926686 0.873770 2.481222 0.2 -8.3 2.2 -0.221
H 0.898170 -1.413004 3.789077 0.2 0.6 0.2 0.752
C 1.013945 -3.824798 -0.771532 0.2 -1.2 -0.2 0.736
Br 1.061127 -5.475871 -1.871522 -0.1 0.9 0.7 -0.055
Br 2.720310 -3.114225 -0.251868 -2.3 -8.4 -0.2 -0.099
Br -0.240465 -3.807877 0.810822 4.6 -15.9 -4.6 -0.266
H 0.526206 -2.990816 -1.276209 0.4 -1.1 -0.6 -0.408
C 4.621565 -0.589381 0.230241 1.5 0.3 -1.6 -0.443
Br 5.575075 1.152614 0.152623 0.6 -2.0 -1.3 -0.138
Br 5.851632 -2.044955 -0.083332 0.5 -0.1 0.2 -0.022
Br 3.118315 -0.872303 -1.045456 8.2 4.7 0.0 0.150
H 4.325338 -0.675607 1.275666 0.3 0.6 -1.0 0.376